ORCA calculation (the ωB97M-V functional and the def2-TZVPD basis) on a cluster of 11 separate species, C64H118N4O18 in total.

Element x y z (Å)
C1 12.1360 14.7522 10.5773
C2 10.7527 14.4344 10.0492
C3 10.7254 13.4050 8.8982
C4 11.0701 11.9945 9.3733
C5 9.9671 11.5849 10.3228
C6 9.8146 12.5172 11.5168
N1 9.7754 13.9375 11.0464
O1 9.7538 14.7799 12.1985
C7 8.4865 12.2295 12.2335
C8 10.9471 12.3480 12.5672
C9 10.2569 15.7484 9.4457
H1 11.9580 15.2311 11.5463
H2 12.6478 15.4533 9.9170
H3 12.8007 13.8949 10.6804
H4 9.7458 13.3918 8.4311
H5 11.3404 13.8824 8.1387
H6 12.0098 12.0963 9.8636
H7 11.1720 11.2477 8.6182
H8 9.9618 10.5223 10.6043
H9 9.0445 11.6385 9.7552
H10 8.5419 11.2191 12.6232
H11 8.3883 12.9406 13.0524
H12 7.6217 12.2878 11.5518
H13 10.6815 11.4999 13.2312
H14 11.9343 12.1312 12.1675
H15 11.0006 13.3001 13.0947
H16 9.2538 15.6283 9.0029
H17 10.9363 16.0604 8.5982
H18 10.2776 16.4657 10.2744
H19 8.9727 15.2797 12.0772
C10 21.5444 18.4830 19.2299
C11 20.1138 18.4775 18.6982
C12 19.5141 17.0874 18.4404
C13 19.3019 16.2069 19.6487
C14 18.2331 16.9707 20.4794
C15 18.6668 18.3533 20.9172
N2 19.1089 19.1200 19.7061
O2 19.5788 20.4392 20.0795
C16 17.4294 19.0006 21.4394
C17 19.7586 18.2393 21.9802
C18 20.0039 19.2159 17.3548
H20 22.2440 18.6435 18.3978
H21 21.8297 17.5274 19.6295
H22 21.7732 19.2591 19.9497
H23 18.6063 17.2170 17.8726
H24 20.2025 16.5264 17.8007
H25 20.2149 16.1140 20.2320
H26 18.8935 15.2057 19.5322
H27 18.0021 16.4301 21.4076
H28 17.3552 17.0494 19.8887
H29 16.6229 18.8569 20.7102
H30 17.0971 18.5166 22.3483
H31 17.4649 20.0515 21.6463
H32 19.2768 17.8551 22.8959
H33 20.4856 17.4895 21.6878
H34 20.1630 19.2180 22.2802
H35 20.2870 20.2601 17.2873
H36 18.9556 19.2226 17.0184
H37 20.5815 18.7729 16.5275
H38 18.8799 21.0403 19.7869
C19 21.8703 13.9900 11.0782
C20 20.3204 14.0544 11.1902
C21 19.8875 14.9336 12.3207
C22 19.9800 16.4423 12.0217
C23 19.1340 16.7081 10.7897
C24 19.5959 15.8891 9.5839
N3 19.6689 14.3982 9.9068
O3 20.2207 13.6989 8.8068
C25 18.4366 15.9825 8.5233
C26 20.8847 16.3555 8.9125
C27 19.8293 12.6409 11.5427
H39 22.0829 13.6665 10.0556
H40 22.2766 13.2508 11.7675
H41 22.3094 14.9842 11.1208
H42 18.8558 14.7203 12.6219
H43 20.5273 14.7036 13.1815
H44 21.0201 16.6938 11.8795
H45 19.6600 16.9010 12.9521
H46 19.3134 17.7551 10.5558
H47 18.0907 16.6286 11.0472
H48 18.2196 17.0213 8.2501
H49 18.7073 15.4954 7.5535
H50 17.5361 15.4442 8.8968
H51 21.6771 16.4102 9.6419
H52 21.1025 15.7024 8.1032
H53 20.8069 17.3651 8.5252
H54 19.9653 11.9137 10.7331
H55 18.8014 12.5932 11.9343
H56 20.4099 12.2913 12.4133
H57 19.4100 13.3413 8.4270
C28 14.1100 13.3177 15.0867
C29 14.4667 14.7450 14.7621
C30 13.8880 15.5866 15.9153
C31 14.4055 16.9838 15.8779
C32 15.9713 17.0045 15.9734
C33 16.6225 16.2250 14.8729
N4 16.0035 14.9257 14.7851
O4 16.5725 14.0523 13.8471
C34 16.5522 17.0446 13.5746
C35 18.1074 16.0857 15.2935
C36 13.8686 15.0382 13.4144
H58 14.5690 12.6871 14.3174
H59 13.0682 13.0673 14.9973
H60 14.4544 12.9973 16.0414
H61 12.7903 15.5570 15.8477
H62 14.3357 15.1796 16.8516
H63 14.0514 17.5614 16.7417
H64 14.0828 17.5486 15.0327
H65 16.2109 16.6066 16.9602
H66 16.2379 18.0435 15.9148
H67 17.0326 18.0095 13.8305
H68 17.2250 16.6467 12.8213
H69 15.5486 17.2530 13.2051
H70 18.2156 15.5901 16.2652
H71 18.7896 15.5482 14.6440
H72 18.4527 17.1081 15.4793
H73 13.9269 16.0808 13.0618
H74 12.8121 14.8230 13.5033
H75 14.2983 14.3573 12.6755
H76 16.4086 14.4893 12.9974
O5 12.8131 9.6523 10.9284
C37 12.7299 9.5522 12.1335
O6 11.7414 8.9338 12.8199
C38 12.0332 8.7102 14.2154
C39 13.1394 9.6862 14.4853
C40 13.7864 9.9189 13.1653
H77 12.2638 7.6840 14.3371
H78 11.1241 8.8351 14.8184
H79 13.7623 9.3251 15.3007
H80 12.7244 10.6322 14.8184
H81 14.6579 9.3100 12.9848
H82 14.1309 10.9675 13.0507
O7 16.6124 20.5492 15.6367
C41 15.9304 20.5074 16.6668
O8 14.6658 20.0348 16.6538
C42 14.1631 20.0074 18.0017
C43 14.9599 21.1182 18.6777
C44 16.3470 21.0571 18.0213
H83 14.3231 19.0530 18.4313
H84 13.0968 20.2476 18.0169
H85 15.0006 20.9683 19.7528
H86 14.4880 22.0891 18.4567
H87 17.0956 20.4129 18.5547
H88 16.7551 22.0799 17.9668
O9 17.2770 19.8955 10.4282
C45 18.0105 20.1272 11.3508
O10 19.3398 20.1405 11.1773
C46 19.9951 20.4452 12.3796
C47 18.8838 20.2276 13.4711
C48 17.6520 20.5934 12.7365
H89 20.4247 21.4979 12.3356
H90 20.7521 19.6974 12.6170
H91 19.0152 20.8109 14.3926
H92 18.8964 19.2019 13.8373
H93 17.4217 21.6684 12.8035
H94 16.7464 20.0799 13.0617
O11 11.0703 17.2682 17.1661
C49 10.9320 17.6104 15.9881
O12 11.1834 18.8192 15.5280
C50 10.9105 19.0442 14.1559
C51 10.7095 17.6101 13.6378
C52 10.4651 16.7406 14.8200
H95 11.7649 19.5497 13.6886
H96 10.0681 19.6852 13.9839
H97 11.6073 17.3705 13.0567
H98 9.8773 17.5012 12.9403
H99 11.0971 15.8707 14.8877
H100 9.4691 16.3614 15.0047
O13 13.6651 18.0744 11.9124
C53 14.0863 18.0969 10.7730
O14 13.3528 18.7081 9.7820
C54 13.9655 18.4752 8.5149
C55 15.3787 17.9798 8.7559
C56 15.2905 17.4910 10.1686
H101 13.8890 19.3618 7.8988
H102 13.4034 17.6983 7.9801
H103 16.1049 18.7452 8.7397
H104 15.6535 17.2746 8.0095
H105 16.1475 17.7983 10.7773
H106 15.2457 16.4071 10.3199
O15 16.4397 14.4480 10.8767
C57 16.2709 13.2690 10.5292
O16 17.0900 12.6839 9.6345
C58 16.8429 11.2484 9.5530
C59 15.4509 11.0557 10.1542
C60 15.3275 12.2251 11.1026
H107 17.6584 10.7288 10.0614
H108 16.8372 10.9598 8.5171
H109 15.2742 10.0530 10.5178
H110 14.6886 11.1922 9.4036
H111 15.7593 11.9642 12.0748
H112 14.3256 12.6891 11.2049
O17 17.1791 10.6503 13.0819
C61 17.2764 11.0139 14.2948
O18 16.4621 10.4549 15.2104
C62 16.8215 10.9348 16.5086
C63 17.9615 11.9800 16.4070
C64 18.4363 11.7658 14.9630
H113 17.1960 10.1127 17.0957
H114 15.9931 11.3320 17.0482
H115 18.6649 11.7687 17.2059
H116 17.5388 12.9803 16.5645
H117 19.4294 11.2798 14.9161
H118 18.6686 12.6954 14.4387

The value obtained for the highest occupied orbital energy is -7.89 eV. Its frontier orbital gap is 0.3063 hartree. The charge is 0. Its spin multiplicity is 1. Its SMILES is CC1(C)CCCC(C)(C)N1O.CC1(C)CCCC(C)(C)N1O.CC1(C)CCCC(C)(C)N1O.CC1(C)CCCC(C)(C)N1O.O=C1CCCO1.O=C1CCCO1.O=C1CCCO1.O=C1CCCO1.O=C1CCCO1.O=C1CCCO1.O=C1CCCO1.